(1)
Molecular formula: C3H11N2
Method: DFT, ωB97M-V/def2-TZVPD

Values from the calculation:
* total charge: +1
* orbital gap: 6.5 eV

The geometry in XYZ format:
```
16
Properties=species:S:1:pos:R:3:forces:R:3
C 2.101140 -0.697767 1.204520 -0.44 0.34 0.17
C -0.118292 0.737875 -0.666955 -0.22 0.28 -0.90
C -1.455584 0.201492 -0.963491 -0.78 0.49 0.72
N -2.514336 1.020971 -0.369859 0.59 0.16 -0.33
N 0.898283 -1.395613 0.745360 0.36 -0.09 -0.15
H 2.589110 -1.328380 1.937432 0.19 -0.13 -0.02
H 1.812843 0.219372 1.713692 -0.05 0.05 0.10
H -0.033262 1.513616 0.090005 0.19 -0.43 0.49
H 0.696908 0.728281 -1.391114 -0.04 -0.27 0.03
H -1.605215 -0.837373 -0.635367 0.30 -0.08 -0.15
H -1.584715 0.207450 -2.050682 0.14 -0.29 -0.12
H -2.330343 1.301469 0.587909 -0.25 -0.19 0.00
H -2.708645 1.842422 -0.929913 0.02 0.02 0.10
H 0.300659 -0.862314 0.111116 -0.33 0.33 0.20
H 1.167904 -2.219074 0.214172 0.01 -0.08 -0.06
H 2.783545 -0.432428 0.403177 0.29 -0.12 -0.07
```
Forces are in eV/Å.

Mulliken atomic charge list, values in e, 4 entries: atom 1 (C): -0.75, atom 2 (C): -0.45, atom 3 (C): -0.11, atom 4 (N): -0.57

(2)
Molecular formula: C3H11N2O
Method: DFT, ωB97M-V/def2-TZVPD

Values from the calculation:
* total charge: 0
* 2S+1: 2
* orbital gap (spin up / spin down): 6.1 / 9.5 eV

The geometry in XYZ format:
```
17
Properties=species:S:1:pos:R:3:forces:R:3
C -1.574391 0.690987 -1.508912 0.73 0.12 -0.72
C -2.127126 0.076920 -0.229208 0.70 -0.46 0.29
N 0.363300 -2.332160 1.030123 -0.63 0.47 -0.19
C -0.760350 -1.512564 1.119044 -0.10 0.13 0.08
N -1.611838 -1.278526 0.036310 -0.21 0.18 -0.09
H -0.573472 0.308517 -1.775598 -0.30 -0.13 0.42
H -2.189403 0.479727 -2.391378 -0.08 0.17 0.23
H -1.403400 1.771083 -1.426877 -0.47 -0.11 -0.02
H -1.819249 0.686212 0.620881 -0.12 0.02 0.04
H -3.211328 0.049292 -0.244208 -0.23 0.13 -0.06
H 0.298895 -3.193926 0.529753 0.26 -0.25 0.09
H 1.223472 -2.056594 1.459087 0.18 -0.16 -0.07
H -0.906742 -0.880027 1.980714 0.13 -0.06 0.03
H -1.418228 -1.807900 -0.796672 0.14 -0.06 -0.03
H 5.841472 2.967151 -0.009805 -0.51 0.11 0.26
H 4.491391 3.209784 0.779503 0.47 -0.07 -0.32
O 5.376997 2.822025 0.827243 0.04 -0.04 0.06
```
Forces are in eV/Å.

Mulliken atomic charge list, values in e, 4 entries: atom 1 (C): -1.10, atom 2 (C): -0.30, atom 3 (N): -0.41, atom 4 (C): -0.30

(3)
Molecular formula: C3H11N2O
Method: DFT, ωB97M-V/def2-TZVPD

Values from the calculation:
* total charge: 0
* 2S+1: 2
* orbital gap (spin up / spin down): 4.5 / 9.4 eV

The geometry in XYZ format:
```
17
Properties=species:S:1:pos:R:3:forces:R:3
C 0.745416 1.199220 1.327911 -2.34 -0.21 1.41
C -0.716789 0.734604 0.989704 -0.09 1.36 -1.76
N -0.934067 0.355311 -0.413345 -2.40 -0.05 0.55
C -0.018194 0.161590 -1.357476 6.50 2.12 2.21
N -0.356207 -0.372767 -2.514648 0.58 -2.02 -4.45
H 0.975300 2.160274 0.883113 -0.04 0.06 -0.04
H 0.691790 1.285698 2.438643 0.39 0.31 -0.69
H 1.497405 0.494282 1.109289 0.79 -0.93 -0.48
H -1.114344 -0.098152 1.573294 0.34 0.32 0.62
H -1.333349 1.675395 1.078687 0.31 -1.10 0.74
H -1.823566 -0.043548 -0.722524 0.19 0.35 1.10
H 1.018665 0.621455 -1.185054 -1.80 -0.64 -0.57
H -1.325513 -0.243663 -2.718536 -0.66 0.20 -1.01
H 0.311994 -0.371521 -3.360480 -1.79 0.26 2.30
H 0.542328 -3.189724 0.465294 0.61 1.71 1.31
H 0.887221 -2.056454 1.682441 -0.31 -1.21 -1.50
O 0.951902 -2.312005 0.723687 -0.28 -0.53 0.26
```
Forces are in eV/Å.

Mulliken atomic charge list, values in e, 4 entries: atom 1 (C): -1.31, atom 2 (C): -0.27, atom 3 (N): -0.26, atom 4 (C): -0.18

(4)
Molecular formula: C3H11N2O
Method: DFT, ωB97M-V/def2-TZVPD

Values from the calculation:
* total charge: +1
* orbital gap: 9.4 eV

The geometry in XYZ format:
```
17
Properties=species:S:1:pos:R:3:forces:R:3
C 0.794747 1.375970 -1.190221 0.45 0.93 2.74
C 1.511570 -0.228511 0.604022 -0.93 2.00 -1.58
C 0.802616 -0.013636 -0.598378 -1.67 0.36 0.38
N -2.787192 -0.119065 0.421431 -2.58 0.25 -3.78
N 1.861608 -1.365039 1.023778 1.13 -1.44 3.15
O -1.621251 -0.705419 0.452774 2.50 -1.08 0.70
H 0.781450 1.323233 -2.217778 -0.73 0.10 -2.31
H 1.753191 1.857537 -0.990462 0.06 0.14 0.12
H 0.021430 2.050631 -0.716302 0.62 -0.83 -0.87
H -0.306825 -0.345803 -0.369599 0.60 0.71 0.69
H 1.762264 0.678594 1.149463 0.07 -0.42 0.61
H 0.909646 -0.834718 -1.228357 0.84 -1.29 -1.78
H -2.719337 0.833654 -0.143834 -0.81 -1.89 1.67
H -3.205695 -0.039525 1.342905 -0.22 0.62 0.31
H 2.163702 -1.397548 2.003566 0.21 -0.26 -0.63
H 1.726106 -2.273659 0.611356 -0.35 0.12 -0.58
H -3.448029 -0.796689 -0.154360 0.80 1.97 1.20
```
Forces are in eV/Å.

Mulliken atomic charge list, values in e, 4 entries: atom 1 (C): -1.30, atom 2 (C): 0.01, atom 3 (C): 0.00, atom 4 (N): -0.26

(5)
Molecular formula: C3H11N2O
Method: DFT, ωB97M-V/def2-TZVPD

Values from the calculation:
* total charge: +1
* orbital gap: 10.1 eV

The geometry in XYZ format:
```
17
Properties=species:S:1:pos:R:3:forces:R:3
C 1.505617 -0.952828 -0.709547 -0.01 0.27 -0.03
C -0.788462 -0.974796 1.483800 2.06 1.32 -3.06
C 0.392358 -0.079063 -0.253208 -2.39 -1.43 3.31
N -0.342890 1.975887 0.485824 0.01 -0.17 0.04
N -0.739515 0.114569 -1.219523 0.09 0.30 -0.26
O 0.798723 1.158027 0.177128 0.07 0.46 -0.23
H 1.143347 -1.942050 -0.971650 -0.07 -0.07 0.00
H 2.001191 -0.508827 -1.575791 0.04 0.02 -0.11
H 2.246155 -1.047079 0.078405 -0.01 0.00 0.10
H -0.984085 -1.954044 1.088081 -0.20 -0.30 0.07
H -0.062160 -0.934889 2.273290 0.15 0.01 0.24
H -1.625489 -0.303115 1.564871 -0.24 0.02 0.09
H -0.506728 1.893211 1.491829 0.20 -0.08 -0.16
H -0.045936 2.932123 0.302395 0.18 -0.17 -0.03
H -0.412943 0.306471 -2.178204 -0.11 0.01 0.21
H -1.179577 0.983676 -0.799971 -0.01 -0.37 -0.28
H -1.399606 -0.667273 -1.237730 0.23 0.18 0.10
```
Forces are in eV/Å.

Mulliken atomic charge list, values in e, 4 entries: atom 1 (C): -1.36, atom 2 (C): -0.91, atom 3 (C): 0.29, atom 4 (N): -0.53

(6)
Molecular formula: C3H11N2O
Method: DFT, ωB97M-V/def2-TZVPD

Values from the calculation:
* total charge: +1
* orbital gap: 8.9 eV

The geometry in XYZ format:
```
17
Properties=species:S:1:pos:R:3:forces:R:3
C 1.680032 -0.008560 -1.406493 -0.61 1.86 -0.09
C 0.442196 0.361113 -0.507013 3.01 1.05 1.88
N 0.763918 0.109087 0.982818 -0.68 -0.40 1.35
C 1.736907 -0.496452 1.588533 1.44 -3.07 -2.09
N 1.876631 -0.993768 2.834692 -0.12 -0.12 2.23
H 2.155831 -0.958133 -1.223921 -0.53 -0.60 0.20
H 1.350193 0.042010 -2.444960 -0.04 -0.26 0.06
H 2.525715 0.709193 -1.363878 -0.76 -0.01 0.35
H 0.010893 1.380509 -0.417598 1.10 -0.15 -0.96
H -0.415867 -0.198174 -0.639753 -1.48 -1.81 -0.68
H -0.069982 0.133588 1.577829 0.25 0.73 -0.10
H 2.505888 -1.035928 0.990007 -0.64 1.15 -0.61
H 2.209914 -2.002677 2.927297 -0.06 2.31 -0.39
H 1.983339 -0.427050 3.705243 -0.87 -0.67 -1.16
H -5.554009 1.252555 -1.906670 -0.20 0.59 -0.61
H -6.904861 0.683241 -2.181836 1.14 2.16 -1.26
O -6.296746 1.449448 -2.514304 -0.95 -2.75 1.87
```
Forces are in eV/Å.

Mulliken atomic charge list, values in e, 4 entries: atom 1 (C): -1.14, atom 2 (C): -0.17, atom 3 (N): -0.20, atom 4 (C): 0.26

(7)
Molecular formula: C3H11N2O
Method: DFT, ωB97M-V/def2-TZVPD

Values from the calculation:
* total charge: +1
* orbital gap: 11.5 eV

The geometry in XYZ format:
```
17
Properties=species:S:1:pos:R:3:forces:R:3
C -1.259520 0.098751 1.587883 -3.59 -1.77 1.40
C 0.014944 -0.616981 1.456015 4.55 -0.43 1.03
N 0.574235 -0.360027 0.082997 2.04 1.42 0.53
C 1.513315 0.567545 -0.124215 -1.55 0.23 -0.85
N 1.712218 1.257517 -1.273535 -1.41 -2.38 1.30
H -1.909111 -0.147482 0.756416 0.03 0.29 -0.68
H -1.976574 -0.325129 2.392077 1.68 0.64 -0.66
H -1.232067 1.159150 1.730936 0.40 0.53 -0.07
H 0.843185 -0.013536 1.945776 -1.25 -1.08 0.82
H 0.187589 -1.738619 1.844935 -0.94 2.53 -1.34
H 0.013390 -0.585100 -0.693006 -1.12 -0.60 -1.35
H 2.103133 0.924083 0.712876 0.03 -0.29 0.09
H 1.111566 1.080914 -2.087124 0.64 0.33 0.45
H 2.414398 1.953945 -1.252948 0.55 0.59 -0.42
H -2.113401 -0.808664 -2.208143 2.00 -0.05 0.67
H -0.874196 -1.516505 -2.849978 -0.49 1.64 2.53
O -1.123103 -0.929867 -2.020970 -1.57 -1.61 -3.44
```
Forces are in eV/Å.

Mulliken atomic charge list, values in e, 4 entries: atom 1 (C): -0.97, atom 2 (C): -0.25, atom 3 (N): -0.06, atom 4 (C): 0.22

(8)
Molecular formula: C3H11N2O
Method: DFT, ωB97M-V/def2-TZVPD

Values from the calculation:
* total charge: +1
* orbital gap: 10.2 eV

The geometry in XYZ format:
```
17
Properties=species:S:1:pos:R:3:forces:R:3
C -0.106916 -0.557655 0.007386 0.05 -0.26 -0.25
N 0.417491 -1.912851 0.391217 -0.19 -0.04 0.20
C 1.736120 -1.853335 1.101604 -0.29 0.00 -0.04
H -1.018247 -0.684880 -0.564789 -0.11 -0.01 0.01
H -0.290858 0.004155 0.912389 0.06 0.11 0.07
H 0.627327 -0.060004 -0.615963 0.07 0.07 0.09
H 0.451618 -2.522393 -0.426646 0.22 0.09 -0.05
H -0.253910 -2.356670 1.019149 -0.05 0.01 -0.02
H 2.457302 -1.370270 0.452047 0.07 -0.05 -0.01
H 2.035446 -2.858858 1.377523 0.11 -0.03 -0.09
H 1.574343 -1.261852 1.995948 0.12 0.09 0.06
C -1.039571 2.711683 -0.337034 -0.45 0.03 -0.52
N -1.324198 2.061413 -1.592275 -0.45 0.41 0.37
O -0.094708 2.425084 0.329643 0.32 -0.02 0.14
H -1.773543 3.481149 -0.028689 0.10 -0.13 0.14
H -2.341992 2.058204 -1.675974 0.03 -0.06 -0.09
H -1.055702 2.697081 -2.345535 0.38 -0.22 -0.02
```
Forces are in eV/Å.

Mulliken atomic charge list, values in e, 4 entries: atom 1 (C): -1.00, atom 2 (N): -0.16, atom 3 (C): -0.80, atom 4 (H): 0.38

Across the entries above, energy relative to the best compared isomer or geometry (same formula, charge and spin) takes the values 454.65, 14.00, 104.97, 448.22, 469.07, 264.80, 145.15, 155.40 kJ/mol, respectively.
Across the entries above, calculated total energy takes the values -6258.869, -8314.888, -8313.945, -8307.147, -8306.931, -8309.048, -8310.288, -8310.182 eV, respectively.